ORCA calculation (ωB97M-V with the def2-TZVPD basis set) on a molecular structure, C17H46O7.

Structure (XYZ):
```
70
Properties=species:S:1:pos:R:3:forces:R:3:mulliken_charge:R:1
C -1.86410 -0.65477 0.45054 1.883 -3.137 -1.238 -1.604
C -0.75410 -0.69177 -0.60846 1.660 -2.271 4.858 0.585
O -0.37610 -2.04877 -0.91646 4.025 2.622 4.470 -0.469
O -2.11510 0.66323 0.88054 14.489 -7.561 6.150 0.190
H -1.55310 -1.39377 1.19154 0.055 0.547 0.825 0.192
H -2.70410 -1.22877 -0.00546 -0.183 1.327 0.280 0.297
H 0.08090 0.01123 -0.41546 0.327 -0.976 1.494 -0.779
H -0.95010 -0.18177 -1.38846 -2.909 2.756 -6.180 1.227
H 0.53590 -2.09177 -0.37146 -2.782 -0.591 -2.144 -0.217
H -1.26910 0.84623 1.31554 1.346 -0.234 0.783 0.352
C -4.30710 3.20423 1.83954 -0.986 -4.478 1.610 -1.700
C -3.24710 2.07023 1.58854 -2.286 2.653 0.104 0.921
C -3.68510 1.24123 0.32254 -7.436 3.450 -3.593 -0.870
O -2.02810 2.89023 1.45754 -3.416 0.747 0.289 -0.585
H -5.29210 2.70323 2.15954 0.949 0.700 -1.388 0.333
H -4.30510 3.82123 1.00354 -0.484 1.089 -1.356 0.402
H -4.11910 3.69623 2.73054 1.034 1.508 1.566 0.490
H -3.07310 1.26423 2.39454 -1.115 2.031 -0.383 0.076
H -4.06510 1.79523 -0.60946 -0.338 0.038 1.583 0.244
H -4.40810 0.47323 0.58854 -0.747 0.387 0.368 0.273
H -2.85810 0.65023 -0.00146 -5.026 1.566 -5.704 0.170
H -1.26110 2.41323 1.24954 1.453 -0.499 -0.686 0.282
C 4.17790 1.90623 -1.65046 3.188 0.177 1.923 -1.108
C 2.74290 2.31623 -1.66046 0.114 -3.219 0.355 0.076
C 1.84290 1.14923 -2.06046 -2.345 2.841 1.228 -0.848
O 2.34690 2.65323 -0.37246 -0.435 0.553 0.888 -0.395
H 4.39290 1.00623 -0.92746 -0.645 1.652 -1.307 0.087
H 4.94890 2.76123 -1.30146 -1.908 -1.667 -0.679 0.286
H 4.51590 1.62123 -2.63446 0.082 -0.200 -0.394 0.401
H 2.55490 3.05023 -2.38746 -0.157 1.527 -0.749 0.435
H 1.70390 0.32723 -1.38046 0.711 -0.519 -0.240 -0.180
H 1.82790 1.07523 -3.07646 1.297 -1.853 -3.000 0.807
H 0.82490 1.62223 -2.16646 0.282 -0.168 1.236 0.335
H 2.56090 3.56823 -0.26446 0.136 0.894 0.586 0.241
C -1.59510 -1.53277 -3.59846 1.124 -0.329 -1.477 -1.608
C -1.04710 -2.81677 -3.00746 -3.638 -1.426 -4.486 1.229
C -1.84210 -4.08277 -3.51646 2.502 -0.351 -2.627 -1.386
O 0.29290 -3.00077 -3.26346 0.655 -0.583 -0.660 -0.646
H -2.59210 -1.22177 -3.62646 -2.169 -0.195 1.622 0.490
H -1.56910 -1.58377 -4.64846 1.153 -0.130 -1.933 0.472
H -1.02910 -0.68977 -3.30246 0.780 0.875 0.273 0.216
H -1.37810 -2.72577 -2.08146 -0.488 -0.680 3.619 0.182
H -2.90910 -4.14277 -3.36146 -0.141 0.253 0.626 0.359
H -1.27710 -4.98377 -3.16546 -0.826 0.619 0.124 0.346
H -1.72010 -4.17977 -4.66646 -0.174 0.310 1.548 0.295
H 0.84390 -2.55377 -2.62846 -0.208 0.340 0.562 0.221
C 3.21690 -1.36777 1.01454 -1.215 0.097 -3.879 -1.179
C 2.63190 -2.78477 0.77554 1.102 1.134 5.313 0.118
C 1.44690 -3.14477 1.78954 0.857 6.473 -0.456 -0.797
O 2.04690 -2.89077 -0.43046 4.164 -0.690 -5.640 -0.585
H 2.50590 -0.51877 0.74654 0.659 -1.068 0.489 0.056
H 3.99390 -1.37277 0.21754 -0.081 0.676 0.420 0.379
H 3.69790 -1.19677 1.91354 0.734 0.128 2.000 0.537
H 3.58890 -3.41077 1.03554 -1.932 0.148 -0.959 0.347
H 1.57590 -4.13277 1.82654 -0.898 -4.031 0.646 0.498
H 0.48890 -2.65877 1.29954 1.641 -1.638 1.413 0.029
H 1.66990 -2.59177 2.80054 -0.572 -1.371 -1.796 0.232
H 2.89090 -2.85477 -1.19346 -3.818 -0.086 2.958 0.415
C 0.04990 2.83823 3.44454 1.449 1.307 1.247 -1.131
C 0.77490 1.68623 2.61154 -3.705 1.423 2.423 0.296
C 0.43290 0.26723 2.98554 1.923 3.880 5.296 -1.215
O 0.37290 1.93823 1.32554 -8.582 -0.593 1.572 -0.735
H 0.18190 3.92323 2.96954 0.171 -2.497 0.856 0.253
H 0.35490 2.90323 4.55954 -0.225 -0.214 -1.785 0.308
H -1.03110 2.72423 3.42854 0.073 -0.384 -0.054 0.245
H 1.76490 1.82323 2.45854 3.727 0.331 1.386 0.830
H 0.98890 0.08123 3.96354 -1.121 -0.095 -0.883 0.441
H 0.80290 -0.35377 2.34154 2.224 -3.632 -3.983 -0.100
H -0.57410 0.13423 3.05454 -2.856 -0.418 0.664 0.455
H 1.12590 1.96523 0.95454 7.879 0.727 -5.991 0.184
```
Positions in Å, forces in eV/Å.

Properties
**HOMO level**: -7.5 eV
**Relative energy (zero: lowest compared OMol25 entry of this formula, charge and spin)**: 299.07 kcal/mol
**Kohn-Sham gap**: 7.60 eV
**Max |F|**: 17.46 eV/Å
**E_tot**: -32690.7247 eV